Record 1
ORCA calculation (ωB97M-V/def2-TZVPD) on a 2-piece molecular cluster, C2H3BrO overall at a distorted geometry.

XYZ file:
```
7
C2H3BrO (ωB97M-V/def2-TZVPD)
Br 0.618 2.223 -0.956
O -0.319 1.857 0.425
C 0.119 -1.068 -0.219
C -0.359 -0.504 0.817
H -0.118 -2.123 -0.451
H -0.653 0.252 1.421
H 0.712 -0.636 -1.038
```

Multiplicity: 1
Gap between HOMO and LUMO (alpha / beta) (eV): 6.7 / 6.7
DFT total energy (a.u.): -2727.02042
Energy above the lowest of the compared OMol25 structures with the same formula, charge and spin (eV): 6.408

=====

Record 2
ORCA calculation (ωB97M-V/def2-TZVPD) on a 2-piece molecular cluster, C2H3BrO overall at a distorted geometry.

XYZ file:
```
7
C2H3BrO (ωB97M-V/def2-TZVPD)
Br -3.048 0.559 -0.746
O 2.640 -0.548 0.963
C -2.051 -0.207 0.603
C 1.632 -0.008 1.333
H -1.493 0.517 1.131
H 1.600 1.025 1.756
H 0.556 -0.236 1.100
```

Multiplicity: 1
Gap between HOMO and LUMO (alpha / beta) (eV): 8.0 / 8.0
DFT total energy (a.u.): -2727.07135
Energy above the lowest of the compared OMol25 structures with the same formula, charge and spin (eV): 5.022

=====

Record 3
ORCA calculation (ωB97M-V/def2-TZVPD) on one molecule with the formula C2H3BrO2 at a distorted geometry.

XYZ file:
```
8
C2H3BrO2 (ωB97M-V/def2-TZVPD)
Br 1.058 1.952 0.960
O -1.885 0.311 0.659
O -1.837 -0.903 -0.092
C 0.271 0.245 -0.179
C -0.753 -0.455 0.547
H -0.356 0.597 -1.092
H -0.438 -1.073 1.422
H 1.180 -0.240 -0.340
```

Multiplicity: 1
Gap between HOMO and LUMO (eV): 10.2
DFT total energy (a.u.): -2802.34149
Energy above the lowest of the compared OMol25 structures with the same formula, charge and spin (eV): 4.681
SMILES: BrCC1OO1

=====

Record 4
ORCA calculation (ωB97M-V/def2-TZVPD) on C2H3BrO2 as an isolated structure at a distorted geometry.

XYZ file:
```
8
C2H3BrO2 (ωB97M-V/def2-TZVPD)
Br -1.870 -1.039 -1.141
O 0.244 0.753 -1.542
O 0.933 -0.470 -1.419
C 0.168 0.151 0.890
C -0.237 -0.199 -0.674
H 1.196 0.106 0.814
H -0.160 1.157 1.061
H -0.273 -0.458 2.010
```

Multiplicity: 1
Gap between HOMO and LUMO (eV): 11.2
DFT total energy (a.u.): -2802.32543
Energy above the lowest of the compared OMol25 structures with the same formula, charge and spin (eV): 5.118